1.
ORCA calculation (wB97M-V/def2-TZVPD) on a molecular structure, C3H7FN3 in a non-equilibrium geometry.

```
14
Properties=species:S:1:pos:R:3:forces:R:3
C 0.487 0.196 -0.207 0.130 0.210 -0.171
H -1.226 0.900 -1.201 0.406 -0.166 -0.187
F 1.176 1.571 -1.120 -0.312 -0.857 -0.049
C -0.680 -0.062 -1.161 0.405 0.338 -0.018
H -0.249 -0.282 -2.150 -0.250 0.125 0.331
N 0.181 0.905 0.945 -0.902 1.386 0.873
H 0.876 0.769 1.691 -1.197 -0.084 -0.494
H -0.852 0.858 1.230 2.859 -0.307 -0.422
C 1.695 -0.633 -0.405 -0.828 -0.091 1.065
N 2.596 -1.343 -0.548 -0.026 0.552 -0.323
N -1.514 -1.156 -0.716 -0.837 -0.122 0.286
H -2.221 -1.379 -1.408 -0.181 0.225 -0.158
H -1.989 -0.870 0.155 0.464 -0.638 -0.568
H 0.064 -1.329 1.081 0.270 -0.569 -0.164
```
Forces are in eV/Å.

The total charge is -1. The value obtained for the energy above the lowest of the compared OMol25 structures with the same formula, charge and spin is 74.0 kcal per mole. As for the total energy: -382.517686 a.u. The HOMO energy (spin up / spin down) comes out at -1.788 / -1.786 eV. The calculation puts the molecular weight at 104.11 g mol⁻¹. Its multiplicity is 1.

---

2.
ORCA calculation (wB97M-V/def2-TZVPD) on 2 unconnected molecules or ions with the total composition C5H14N3 in a non-equilibrium geometry.

```
22
Properties=species:S:1:pos:R:3:forces:R:3
C -0.009 3.003 0.350 0.178 -0.229 -0.041
N -0.495 1.676 -0.045 0.036 0.053 0.146
C -1.473 1.494 -0.881 0.011 0.041 -0.124
N -2.116 0.364 -1.110 0.485 0.878 0.212
H 1.061 3.066 0.174 0.016 0.051 -0.108
H -0.188 3.131 1.413 -0.105 0.111 0.049
H -0.534 3.765 -0.215 0.005 0.086 -0.014
H -0.074 0.886 0.445 -0.301 -0.073 0.097
H -1.781 2.350 -1.469 -0.049 0.104 0.036
H -1.994 -0.418 -0.483 -0.205 -0.388 -0.301
H -2.788 0.394 -1.857 -0.232 -0.512 0.114
C -0.576 -1.241 1.442 0.402 -0.173 0.060
C 0.152 -1.462 0.342 0.030 -0.462 -0.328
N 1.074 -2.474 0.177 0.153 0.288 0.699
C 2.314 -2.133 -0.510 -0.059 0.088 -0.050
H -0.318 -1.812 2.321 -0.220 -0.057 0.215
H -1.419 -0.579 1.538 -0.100 0.238 -0.127
H 0.029 -0.927 -0.592 -0.110 0.198 -0.112
H 1.246 -2.971 1.048 -0.082 -0.082 -0.243
H 2.797 -3.037 -0.862 0.055 -0.060 -0.120
H 2.081 -1.489 -1.357 0.022 -0.125 -0.133
H 3.008 -1.587 0.131 0.069 0.024 0.074
```
Forces are in eV/Å.

The total charge is +1. The value obtained for the energy above the lowest of the compared OMol25 structures with the same formula, charge and spin is 39.2 kcal per mole. As for the total energy: -362.916720 a.u. The HOMO energy comes out at -11.966 eV. The calculation puts the molecular weight at 116.19 g mol⁻¹. Its multiplicity is 1.